No. 1
C36H33BN13O7W | ωB97M-V/def2-TZVPD

Results
Kohn-Sham gap (spin up / spin down) = 6.673 / 6.120 eV
F_max = 0.5 eV/Å
2S+1 = 4
charge = +2
HOMO level (spin up / spin down) = -12.77 / -13.65 eV

Last column: Löwdin spin population.
Cartesian coordinates (Å):
W 0.3981 -0.5088 0.6643  0.9477
C 2.0091 -3.5005 -2.0805  0.0039
C 1.4498 -2.2609 -1.8248  0.0088
N 0.9692 -2.2270 -0.5747  0.0028
N 1.2347 -3.4311 -0.0133  0.0019
C 1.8591 -4.2098 -0.9025  0.0117
B 0.7749 -3.7640 1.4317  0.0004
N -0.7083 -3.2941 1.5082  0.0024
C -1.7839 -3.9908 1.8897  0.0085
C -2.9143 -3.2196 1.6742  0.0025
C -2.4316 -2.0287 1.1605  0.0063
N -1.0954 -2.0761 1.0649  0.0018
N 1.5814 -2.8538 2.3883  0.0049
C 2.4234 -3.0564 3.4042  0.0007
C 2.7728 -1.8273 3.9489  0.0004
C 2.0866 -0.8970 3.1996  0.0069
N 1.3579 -1.5186 2.2567  0.0144
N 0.8773 -5.2329 1.6855  0.0001
C 0.2727 -6.2307 0.9748  0.0001
C 0.6577 -7.4231 1.5173  0.0000
C 1.5154 -7.0636 2.5793  0.0000
N 1.6510 -5.7578 2.6711  0.0000
H 2.4697 -3.8346 -2.9928  0.0001
H 1.3890 -1.3999 -2.4623  0.0005
H 2.1493 -5.2128 -0.6379  0.0005
H -1.6780 -4.9902 2.2768  0.0004
H -3.9384 -3.4868 1.8628  0.0001
H -2.9819 -1.1599 0.8456  0.0001
H 2.6936 -4.0612 3.6770  0.0003
H 3.4277 -1.6521 4.7833  0.0001
H 2.0592 0.1781 3.2755  0.0005
H -0.3803 -6.0149 0.1436  0.0000
H 0.3650 -8.4100 1.2048  0.0000
H 2.0380 -7.7062 3.2691  0.0000
O 2.4615 -0.3516 0.2291  0.2533
N 2.9284 0.7070 -0.2932  0.5861
N 2.2181 1.8270 0.4160  0.3956
O 1.1587 1.4820 1.0926  0.1993
C 2.7347 3.0742 0.4449  0.0406
C 3.8982 3.3474 -0.3099  0.1264
C 4.4226 4.6198 -0.2770  -0.0089
C 3.8130 5.6167 0.4831  0.1632
C 2.6625 5.3391 1.2277  0.0018
C 2.1159 4.0789 1.2203  0.1086
H 4.3602 2.5620 -0.8887  0.0057
H 5.3164 4.8435 -0.8425  -0.0035
H 4.2371 6.6111 0.5043  0.0078
H 2.2083 6.1181 1.8245  -0.0028
H 1.2432 3.8346 1.8087  0.0061
O -0.5191 0.2552 2.4281  0.0036
C -1.4828 0.7862 1.7796  0.0056
O -1.4399 0.5528 0.5251  0.0147
C -2.5344 1.5757 2.4113  0.0000
C -2.5372 1.7326 3.7957  0.0002
C -3.5330 2.4811 4.3959  -0.0001
C -4.4996 3.0526 3.5884  0.0004
C -4.5201 2.9082 2.2125  0.0000
C -3.5231 2.1584 1.6182  0.0004
N -5.5687 3.8623 4.2292  0.0000
O -5.5353 3.9551 5.4338  0.0001
O -6.3858 4.3682 3.4949  0.0000
H -1.7638 1.2658 4.3901  0.0000
H -3.5760 2.6274 5.4649  0.0000
H -5.3065 3.3783 1.6410  0.0000
H -3.5054 2.0222 0.5449  0.0000
C -1.0692 2.7999 -4.8897  0.0003
N -0.7364 2.5134 -3.5025  0.0037
N -0.3308 1.2743 -3.0957  0.0037
C -0.0494 1.3195 -1.7741  0.0052
O 0.4052 0.2408 -1.2091  0.0463
C -0.2826 2.6256 -1.3372  0.0055
C -0.7055 3.3399 -2.4481  -0.0002
C -1.0838 4.7746 -2.5546  -0.0001
C -0.2266 0.1439 -3.9674  0.0004
C -1.2096 -0.8321 -3.9127  0.0002
C -1.0894 -1.9501 -4.7234  0.0000
C -0.0013 -2.0747 -5.5783  0.0001
C 0.9734 -1.0858 -5.6256  0.0001
C 0.8672 0.0326 -4.8115  0.0003
H -1.5652 1.9377 -5.3280  0.0001
H -0.1760 3.0411 -5.4643  0.0002
H -1.7526 3.6434 -4.9031  0.0000
H -0.1753 3.0105 -0.3391  0.0012
H -0.9578 5.2576 -1.5892  0.0000
H -2.1252 4.8873 -2.8589  -0.0001
H -0.4598 5.2937 -3.2825  0.0000
H -2.0516 -0.7151 -3.2419  0.0000
H -1.8480 -2.7202 -4.6928  0.0000
H 0.0859 -2.9446 -6.2152  0.0000
H 1.8176 -1.1850 -6.2941  0.0000
H 1.6284 0.8030 -4.8229  0.0001

***

No. 2
C36H33Cl5N4O2Re | ωB97M-V/def2-TZVPD

Results
relative energy (zero: lowest compared OMol25 entry of this formula, charge and spin) = 0.00 kJ/mol
Kohn-Sham gap (spin up / spin down) = 6.299 / 5.567 eV
F_max = 0.5 eV/Å
2S+1 = 2
charge = +2
HOMO level (spin up / spin down) = -12.30 / -12.32 eV

Last column: Löwdin spin population.
Cartesian coordinates (Å):
Re 0.2366 0.0919 -0.3035  0.7239
Cl 3.2171 1.0723 -0.8652  0.0029
C 3.1906 -0.3738 0.1250  0.0082
C 1.9424 -0.8821 0.4666  0.0135
C 1.9430 -2.0380 1.2570  0.0160
Cl 0.4438 -2.7112 1.7790  0.0082
C 3.1261 -2.6585 1.6550  -0.0017
Cl 3.0921 -4.0725 2.6164  -0.0005
C 4.3564 -2.1167 1.2654  0.0106
Cl 5.8132 -2.8660 1.7425  0.0044
C 4.3964 -0.9566 0.4884  -0.0025
Cl 5.8925 -0.2773 0.0066  -0.0019
N -0.5016 -1.3497 -1.0209  -0.0785
C -1.2754 -2.1597 -1.6592  0.1055
C -1.1564 -2.1885 -3.1258  0.0061
C 0.0924 -2.0348 -3.7321  0.0214
C 0.1951 -2.0494 -5.1120  -0.0021
C -0.9464 -2.1895 -5.8916  0.0259
C -2.1948 -2.3108 -5.2939  -0.0028
C -2.3037 -2.3201 -3.9141  0.0212
C -2.2440 -2.9732 -0.9180  0.0067
C -2.6308 -4.2241 -1.4079  0.0251
C -3.5145 -5.0051 -0.6836  -0.0029
C -4.0261 -4.5393 0.5201  0.0303
C -3.6463 -3.2950 1.0113  -0.0016
C -2.7510 -2.5170 0.3030  0.0232
H 0.9805 -1.9471 -3.1189  0.0000
H 1.1659 -1.9642 -5.5814  -0.0006
H -0.8633 -2.2048 -6.9704  0.0013
H -3.0824 -2.4037 -5.9048  -0.0005
H -3.2746 -2.4083 -3.4439  0.0003
H -2.2168 -4.5943 -2.3359  0.0005
H -3.8007 -5.9795 -1.0545  -0.0006
H -4.7199 -5.1505 1.0816  0.0016
H -4.0483 -2.9388 1.9502  -0.0007
H -2.4474 -1.5490 0.6822  0.0011
N -0.3424 5.2880 1.0582  0.0000
C 0.9249 4.4584 1.1004  -0.0001
C 0.8263 3.2276 0.1890  0.0001
N 0.8370 1.9378 0.9028  0.0034
H -0.2861 6.0835 1.7003  0.0000
H -1.1674 4.7405 1.3171  0.0000
H -0.5073 5.6640 0.1208  0.0000
H 1.0777 4.1921 2.1452  0.0000
H 1.7261 5.1301 0.8002  0.0000
H 1.6641 3.2212 -0.5052  0.0000
H -0.0769 3.2627 -0.4248  -0.0001
H 0.1199 1.9174 1.6267  0.0011
H 1.7362 1.7916 1.3579  0.0014
C -4.4654 4.4276 -7.4876  0.0000
C -3.5766 3.3304 -6.9753  0.0000
C -2.8814 2.5271 -7.8708  0.0002
C -2.0372 1.5204 -7.4253  0.0000
C -1.9164 1.2839 -6.0703  0.0004
C -2.6222 2.0719 -5.1653  0.0001
N -2.4485 1.7860 -3.7823  0.0020
C -3.4398 1.4346 -2.9279  0.0012
C -4.7712 1.2894 -3.3764  0.0001
C -5.7717 0.9367 -2.5100  0.0013
C -5.5257 0.7043 -1.1437  0.0005
C -4.2461 0.8130 -0.6835  0.0001
C -3.1861 1.1755 -1.5485  0.0024
C -1.8662 1.1756 -1.0136  0.0019
O -1.6131 0.8704 0.2370  0.0124
O -0.7693 1.3375 -1.6848  0.0109
C -3.4312 3.1240 -5.5940  0.0001
C -4.1038 4.0599 -4.6310  0.0000
H -4.4824 4.4346 -8.5752  0.0000
H -4.1252 5.4100 -7.1538  0.0000
H -5.4917 4.3079 -7.1353  0.0000
H -2.9980 2.7003 -8.9330  0.0000
H -1.4892 0.9145 -8.1346  0.0000
H -1.2926 0.4793 -5.6993  0.0002
H -1.5073 1.5671 -3.4926  0.0000
H -4.9864 1.4400 -4.4248  0.0000
H -6.7759 0.8175 -2.8962  0.0001
H -6.3315 0.4262 -0.4804  0.0000
H -4.0127 0.6126 0.3534  -0.0001
H -5.1919 3.9638 -4.6577  0.0000
H -3.8722 5.0931 -4.8935  0.0000
H -3.7830 3.8923 -3.6038  0.0000

***

No. 3
C36H33N6RuS4Sb | ωB97M-V/def2-TZVPD

Results
relative energy (zero: lowest compared OMol25 entry of this formula, charge and spin) = 99.89 kJ/mol
Kohn-Sham gap (spin up / spin down) = 6.540 / 4.962 eV
F_max = 1.5 eV/Å
2S+1 = 6
charge = +1
HOMO level (spin up / spin down) = -8.84 / -10.53 eV

Last column: Löwdin spin population.
Cartesian coordinates (Å):
Ru 0.3434 -1.6927 0.9100  1.7916
C 4.2971 1.7359 2.9999  0.0117
C 4.5359 0.2536 3.2766  0.0144
N 3.3683 -0.4073 3.8429  0.1568
C 2.3201 -0.8180 3.1276  0.1172
S 2.4032 -0.7668 1.3636  0.1342
N 1.2606 -1.3108 3.7339  0.2294
N 0.2849 -1.6938 2.9475  0.3756
C -0.7928 -2.3817 3.5126  0.3700
C -1.0272 -2.3868 4.9862  0.0457
C -1.5620 -3.1095 2.6058  0.0841
C -2.7927 -3.7269 2.9420  0.1198
C -3.4770 -4.4414 1.9979  0.0302
C -2.9449 -4.5647 0.7052  0.1530
C -1.7596 -3.9179 0.4143  0.0310
N -1.0717 -3.2127 1.3108  0.1851
H 5.1932 2.1739 2.5612  0.0008
H 4.0640 2.2723 3.9195  0.0001
H 3.4737 1.8626 2.2975  0.0019
H 5.3572 0.1274 3.9798  0.0007
H 4.7916 -0.2590 2.3486  0.0034
H 3.2814 -0.4846 4.8458  0.0020
H -0.2939 -1.7607 5.4822  -0.0009
H -0.9511 -3.4061 5.3704  0.0152
H -2.0277 -2.0189 5.2248  0.0137
H -3.1862 -3.5967 3.9401  0.0066
H -4.4273 -4.8988 2.2366  -0.0015
H -3.4439 -5.1528 -0.0501  0.0082
H -1.3255 -3.9730 -0.5759  -0.0016
C 0.1953 -2.8535 -6.3093  -0.0002
C -0.8425 -2.9197 -5.3911  0.0000
C -0.6100 -2.6196 -4.0563  -0.0003
C 0.6634 -2.2428 -3.6433  -0.0030
C 1.7075 -2.1923 -4.5578  -0.0005
C 1.4696 -2.4979 -5.8906  -0.0001
Sb 1.0005 -1.5641 -1.6417  0.0098
C 0.3352 0.4672 -1.9401  0.0216
C 0.6016 1.4276 -0.9630  0.0116
C 0.0932 2.7115 -1.0878  0.0004
C -0.7053 3.0412 -2.1738  0.0035
C -0.9928 2.0841 -3.1346  0.0033
C -0.4683 0.8024 -3.0242  0.0037
C 3.1212 -1.2717 -1.7636  -0.0003
C 3.6626 0.0031 -1.8776  -0.0002
C 5.0402 0.1741 -1.8502  0.0004
C 5.8766 -0.9250 -1.7210  0.0000
C 5.3376 -2.2009 -1.6318  0.0003
C 3.9617 -2.3748 -1.6438  0.0007
H 0.0113 -3.0803 -7.3510  0.0000
H -1.8369 -3.2004 -5.7131  0.0000
H -1.4270 -2.6715 -3.3446  0.0000
H 2.7030 -1.9122 -4.2385  -0.0001
H 2.2831 -2.4511 -6.6026  0.0000
H 1.2083 1.1800 -0.1007  0.0044
H 0.3285 3.4606 -0.3406  0.0000
H -1.1009 4.0448 -2.2636  0.0000
H -1.6254 2.3375 -3.9760  0.0002
H -0.6835 0.0659 -3.7888  0.0000
H 3.0146 0.8640 -1.9885  0.0001
H 5.4601 1.1687 -1.9301  0.0000
H 6.9494 -0.7878 -1.6857  0.0000
H 5.9891 -3.0616 -1.5526  0.0000
H 3.5467 -3.3740 -1.5651  0.0001
S -2.4692 3.8819 4.2021  0.1786
C -2.4871 2.8806 2.8991  -0.0022
S -1.6561 1.3426 2.9668  -0.0388
C -2.1821 1.0180 1.3119  0.0413
N -2.8840 1.9940 0.8105  0.2002
N -3.0605 3.0225 1.6423  0.1314
C -3.8228 4.1159 1.0910  -0.0018
C -4.2608 5.2102 1.8321  0.0171
C -4.9947 6.2113 1.2134  -0.0023
C -5.2984 6.1403 -0.1347  0.0201
C -4.8700 5.0463 -0.8716  -0.0019
C -4.1414 4.0390 -0.2701  0.0165
S -1.8462 -0.4009 0.4794  0.4841
H -4.0490 5.2913 2.8797  0.0022
H -5.3350 7.0507 1.8039  -0.0006
H -5.8740 6.9255 -0.6060  0.0010
H -5.1075 4.9728 -1.9243  -0.0005
H -3.8197 3.1825 -0.8395  0.0014